{"formula": "C93H197N11O11", "method": "ωB97M-V with the def2-TZVPD basis set", "species": ["C", "C", "C", "C", "C", "C", "C", "C", "C", "N", "O", "H", "H", "H", "H", "H", "H", "H", "H", "H", "H", "H", "H", "H", "H", "H", "H", "H", "H", "H", "C", "C", "C", "C", "C", "C", "C", "C", "C", "N", "O", "H", "H", "H", "H", "H", "H", "H", "H", "H", "H", "H", "H", "H", "H", "H", "H", "H", "H", "H", "C", "C", "C", "C", "C", "C", "C", "C", "C", "N", "O", "H", "H", "H", "H", "H", "H", "H", "H", "H", "H", "H", "H", "H", "H", "H", "H", "H", "H", "H", "C", "C", "C", "C", "C", "C", "C", "C", "C", "N", "O", "H", "H", "H", "H", "H", "H", "H", "H", "H", "H", "H", "H", "H", "H", "H", "H", "H", "H", "H", "C", "C", "C", "C", "C", "C", "C", "C", "C", "N", "O", "H", "H", "H", "H", "H", "H", "H", "H", "H", "H", "H", "H", "H", "H", "H", "H", "H", "H", "H", "C", "C", "C", "C", "C", "C", "C", "C", "C", "N", "O", "H", "H", "H", "H", "H", "H", "H", "H", "H", "H", "H", "H", "H", "H", "H", "H", "H", "H", "H", "C", "C", "C", "C", "C", "C", "C", "C", "C", "N", "O", "H", "H", "H", "H", "H", "H", "H", "H", "H", "H", "H", "H", "H", "H", "H", "H", "H", "H", "H", "C", "C", "C", "C", "C", "C", "C", "C", "C", "N", "O", "H", "H", "H", "H", "H", "H", "H", "H", "H", "H", "H", "H", "H", "H", "H", "H", "H", "H", "H", "C", "C", "C", "C", "C", "C", "C", "C", "C", "N", "O", "H", "H", "H", "H", "H", "H", "H", "H", "H", "H", "H", "H", "H", "H", "H", "H", "H", "H", "H", "C", "C", "C", "C", "C", "C", "C", "C", "C", "N", "O", "H", "H", "H", "H", "H", "H", "H", "H", "H", "H", "H", "H", "H", "H", "H", "H", "H", "H", "H", "C", "N", "C", "C", "O", "H", "H", "H", "H", "H", "H", "H"], "xyz": [[1.516725, -0.685695, -6.570751], [2.663378, -0.272544, -5.578239], [3.230333, -1.530826, -4.939810], [3.685468, 0.584915, -6.324548], [4.717717, 1.236346, -5.379397], [3.914433, 2.224408, -4.524650], [2.888936, 1.499735, -3.632956], [3.471956, 0.589876, -2.509338], [1.979900, 2.496845, -2.959071], [2.072733, 0.653577, -4.578188], [1.057114, 0.022426, -3.856353], [1.088491, 0.202604, -7.032019], [1.889638, -1.381080, -7.330407], [0.703741, -1.255650, -6.088538], [4.140755, -1.390955, -4.344411], [2.456025, -1.993257, -4.285241], [3.535433, -2.307512, -5.625387], [4.110905, 0.018709, -7.143385], [3.116353, 1.373327, -6.856223], [5.199608, 0.481007, -4.751806], [5.493139, 1.692506, -5.979073], [3.374577, 2.946413, -5.174597], [4.565889, 2.828069, -3.884155], [2.737879, -0.216535, -2.371331], [3.560204, 1.114736, -1.547419], [4.451930, 0.172340, -2.787642], [2.645806, 3.146236, -2.387718], [1.244513, 2.064439, -2.263580], [1.471665, 3.138072, -3.688138], [0.212374, 0.481915, -3.905860], [6.036879, -2.589873, 1.161371], [4.826568, -3.330718, 0.525369], [3.555641, -3.138363, 1.304304], [4.690921, -2.852452, -0.980981], [3.693268, -3.638743, -1.792585], [4.236287, -5.061929, -1.851895], [4.375563, -5.724898, -0.418880], [3.007044, -6.092658, 0.203078], [5.292021, -6.945617, -0.489413], [5.171734, -4.775193, 0.383119], [5.527309, -5.321408, 1.625510], [6.198008, -2.805244, 2.233123], [6.936505, -2.948730, 0.680471], [5.998731, -1.504227, 1.050519], [2.697942, -3.517082, 0.733687], [3.571277, -3.795640, 2.164945], [3.320560, -2.103335, 1.544144], [4.472757, -1.781833, -0.947708], [5.644165, -2.935037, -1.514286], [2.717117, -3.542364, -1.318687], [3.498041, -3.317780, -2.822603], [5.249644, -4.953236, -2.308152], [3.657562, -5.821731, -2.458256], [2.211796, -5.349820, 0.114452], [3.162731, -6.195266, 1.282145], [2.622620, -7.034722, -0.246755], [6.308528, -6.603907, -0.507268], [5.137355, -7.621151, -1.326515], [5.168529, -7.552999, 0.403254], [6.448900, -5.576477, 1.579029], [-4.024481, -2.218946, -3.310357], [-4.422071, -0.931299, -4.083232], [-3.053767, -0.266092, -4.566876], [-5.387845, -1.251260, -5.205697], [-5.966900, -0.020821, -5.907732], [-6.898158, 0.659856, -4.827725], [-6.033731, 1.078620, -3.688585], [-5.143872, 2.283162, -4.021040], [-6.911874, 1.565471, -2.592892], [-5.226311, -0.035174, -3.157779], [-4.540407, 0.297409, -1.984343], [-3.625650, -1.863151, -2.357566], [-4.889569, -2.855461, -3.143195], [-3.310608, -2.728550, -3.933742], [-2.431854, 0.089127, -3.739107], [-2.460996, -1.014563, -5.071436], [-3.225748, 0.525501, -5.281559], [-4.845385, -2.016185, -5.814947], [-6.299555, -1.647027, -4.726102], [-5.183415, 0.711185, -6.154462], [-6.459572, -0.254160, -6.858604], [-7.708536, -0.007158, -4.494511], [-7.343349, 1.532036, -5.303505], [-4.262448, 2.100592, -4.620629], [-4.855404, 2.803893, -3.110837], [-5.812628, 2.976514, -4.551112], [-7.494484, 0.761588, -2.173014], [-7.515695, 2.400807, -3.016797], [-6.321301, 2.030778, -1.805094], [-5.119875, -0.088377, -1.325593], [2.645808, 4.494813, 3.278190], [3.318057, 5.661754, 2.576386], [2.784499, 6.968364, 3.217514], [4.840514, 5.712738, 2.834233], [5.554615, 4.511418, 2.097951], [5.249314, 4.738934, 0.579512], [3.743632, 4.688565, 0.241223], [3.518702, 5.222675, -1.185271], [3.209628, 3.273788, 0.317153], [3.023927, 5.634474, 1.128961], [1.633897, 5.601976, 0.954841], [1.554519, 4.570510, 3.362731], [2.906992, 3.557867, 2.767946], [3.052776, 4.261259, 4.281765], [3.064155, 6.917250, 4.270909], [3.315738, 7.836661, 2.801202], [1.722033, 7.165120, 3.237698], [5.255368, 6.603518, 2.354729], [4.949678, 5.806309, 3.910856], [6.650267, 4.520569, 2.237881], [5.232408, 3.503050, 2.404748], [5.695154, 3.926852, -0.010522], [5.648638, 5.691556, 0.214089], [2.467444, 5.176636, -1.462437], [4.093959, 4.662710, -1.947491], [3.837786, 6.263698, -1.287709], [3.707940, 2.691780, -0.469413], [2.120851, 3.218194, 0.281386], [3.479014, 2.776053, 1.261642], [1.314191, 6.507406, 0.799735], [-4.533019, -3.214200, 0.086420], [-5.567765, -2.357314, 0.922965], [-6.677719, -1.929719, 0.005393], [-6.182857, -3.245191, 2.055282], [-6.920133, -2.405709, 3.090870], [-5.949603, -1.445786, 3.706674], [-5.401314, -0.459338, 2.626081], [-6.514685, 0.518056, 2.290895], [-4.243255, 0.298997, 3.300811], [-4.814575, -1.275787, 1.575568], [-4.290829, -0.498088, 0.547213], [-4.632895, -4.316033, 0.183391], [-4.570315, -2.999334, -0.987917], [-3.500639, -3.022763, 0.440461], [-7.503895, -1.423549, 0.509347], [-6.249349, -1.353960, -0.793107], [-7.121481, -2.792405, -0.470694], [-6.833947, -4.023099, 1.655824], [-5.414152, -3.802880, 2.575861], [-7.705758, -1.836146, 2.546385], [-7.435366, -3.079008, 3.817783], [-5.215540, -2.154781, 4.061090], [-6.295685, -1.004561, 4.649168], [-7.484111, 0.046988, 2.057567], [-6.323541, 1.204803, 1.442194], [-6.675399, 1.264030, 3.064865], [-3.457412, -0.394103, 3.603481], [-4.563691, 0.969226, 4.128067], [-3.798175, 0.956337, 2.536223], [-3.464323, -0.185918, 0.940013], [-1.470606, 3.600409, -4.345002], [-1.477976, 5.106144, -4.383828], [-2.437571, 5.583254, -3.213035], [-0.062333, 5.691873, -4.116677], [0.876750, 5.673049, -5.335175], [0.277667, 6.505049, -6.410757], [-1.093007, 5.788718, -6.861126], [-1.779484, 6.779260, -7.818268], [-0.926469, 4.466199, -7.613817], [-1.904735, 5.668269, -5.665743], [-3.129217, 5.011378, -6.085276], [-0.724634, 3.219335, -5.045899], [-1.386906, 3.134981, -3.366833], [-2.450041, 3.241591, -4.633220], [-3.306518, 4.939782, -3.169428], [-1.998915, 5.692475, -2.225558], [-2.822755, 6.559000, -3.436566], [-0.137325, 6.751895, -3.933639], [0.424219, 5.226197, -3.240772], [1.875476, 5.995801, -5.001970], [0.947134, 4.609590, -5.642528], [0.980848, 6.615057, -7.253488], [0.041807, 7.510298, -5.977917], [-2.005521, 7.716945, -7.356953], [-2.745929, 6.348296, -8.072060], [-1.237604, 6.899682, -8.750041], [-0.289721, 4.556980, -8.490928], [-1.899108, 4.140865, -7.992210], [-0.554756, 3.695260, -6.957742], [-3.797168, 5.690668, -5.856089], [5.940081, -0.758937, 8.238550], [4.886843, 0.080091, 7.507818], [3.819150, 0.492940, 8.504943], [5.693603, 1.279195, 6.897933], [4.869952, 2.163099, 5.945601], [4.491665, 1.186781, 4.773081], [3.544798, 0.048773, 5.335768], [2.161661, 0.474810, 5.843900], [3.316186, -0.952911, 4.178019], [4.332368, -0.651796, 6.363960], [3.684209, -1.788829, 6.908394], [6.833084, -0.897810, 7.632890], [6.204101, -0.324061, 9.206317], [5.468126, -1.699840, 8.520595], [3.144811, 1.246365, 8.056658], [3.144369, -0.319646, 8.708643], [4.133778, 0.935722, 9.448449], [6.222261, 1.822512, 7.704121], [6.526012, 0.806815, 6.343339], [3.936607, 2.543696, 6.365921], [5.374224, 3.005930, 5.519937], [5.435532, 0.697071, 4.484357], [4.034310, 1.618136, 3.876540], [1.449017, 0.617592, 5.044983], [2.222311, 1.331437, 6.483776], [1.834919, -0.341395, 6.473417], [4.270391, -1.271091, 3.740419], [2.719202, -0.469104, 3.402301], [2.845377, -1.900616, 4.519780], [4.152447, -2.575091, 6.610452], [-0.101384, -6.026239, -1.603841], [-1.281970, -5.138919, -2.136943], [-2.534747, -5.777488, -1.608705], [-1.099633, -3.724021, -1.626128], [-0.044338, -2.846239, -2.337280], [-0.518978, -2.762524, -3.782196], [-0.511653, -4.187184, -4.411436], [-1.276215, -4.088514, -5.772663], [0.919923, -4.676654, -4.689177], [-1.357070, -5.122821, -3.597453], [-1.218626, -6.452310, -4.145502], [-0.134563, -7.096298, -1.919152], [0.833770, -5.621319, -2.010887], [-0.095357, -5.960275, -0.508916], [-2.677710, -5.581460, -0.519551], [-3.377399, -5.394764, -2.149344], [-2.453303, -6.839124, -1.674359], [-1.996913, -3.163682, -1.655177], [-0.768486, -3.792400, -0.577089], [0.057743, -1.835910, -1.924089], [0.992290, -3.275677, -2.217651], [0.013287, -2.066010, -4.433846], [-1.488655, -2.345554, -3.686556], [-2.330248, -3.882785, -5.503258], [-1.248297, -5.015927, -6.364437], [-0.935533, -3.227600, -6.329329], [0.912725, -5.548406, -5.370409], [1.544138, -4.885613, -3.792215], [1.503940, -3.882449, -5.170590], [-0.245246, -6.623843, -4.009410], [0.620104, 0.206053, 0.009573], [-0.641517, 0.033146, 0.816648], [-1.065893, -1.429536, 0.881071], [-0.332716, 0.467359, 2.261627], [-0.128757, 1.987201, 2.405169], [-1.421743, 2.635018, 1.905289], [-1.758215, 2.329151, 0.417280], [-3.232943, 2.803580, -0.013097], [-0.760343, 2.926165, -0.556493], [-1.808931, 0.770578, 0.292427], [-1.942384, 0.407584, -1.093668], [0.556526, -0.123576, -1.028526], [0.916447, 1.218230, -0.059100], [1.537609, -0.269544, 0.429376], [-1.608823, -1.842346, 0.047564], [-0.199301, -2.083189, 1.087258], [-1.760460, -1.566546, 1.714283], [-1.047240, 0.172447, 3.026854], [0.589901, -0.031619, 2.565934], [0.051348, 2.355232, 3.422027], [0.759122, 2.340957, 1.808353], [-1.409443, 3.744293, 1.972602], [-2.198526, 2.351280, 2.634349], [-3.934051, 2.193401, 0.524394], [-3.316364, 2.635618, -1.100762], [-3.445570, 3.869136, 0.151503], [0.250141, 2.938129, -0.159984], [-1.069651, 3.968237, -0.692724], [-0.933936, 2.436632, -1.479521], [-2.914381, 0.367187, -1.149458], [-0.368341, -4.524186, 6.293249], [-0.564746, -3.717960, 4.927130], [-0.600948, -2.258286, 5.332173], [0.718830, -3.989279, 3.982714], [0.674872, -5.421028, 3.407001], [-0.653691, -5.535193, 2.605779], [-1.867969, -5.378938, 3.492102], [-3.166348, -5.358614, 2.609745], [-2.011887, -6.554829, 4.456683], [-1.727740, -4.049749, 4.116298], [-2.902558, -3.656772, 4.841430], [-0.000085, -5.583895, 6.175753], [0.451740, -4.022401, 6.793251], [-1.252451, -4.583645, 6.896766], [0.425329, -1.974598, 5.676806], [-0.990521, -1.657226, 4.495956], [-1.310272, -2.101605, 6.133391], [0.648353, -3.214910, 3.182296], [1.637827, -3.705418, 4.523794], [1.482488, -5.688344, 2.754518], [0.695147, -6.218455, 4.158324], [-0.658629, -6.490029, 2.039871], [-0.618123, -4.733220, 1.859291], [-3.402824, -4.460949, 2.046805], [-3.995020, -5.411797, 3.279779], [-3.222526, -6.247131, 1.974081], [-1.151639, -6.778403, 5.089910], [-2.259827, -7.427531, 3.844421], [-2.883123, -6.375321, 5.114719], [-3.425116, -3.019098, 4.319103], [-2.001861, 6.102241, 8.677754], [-1.020946, 6.358749, 7.615342], [-1.368154, 6.049149, 6.322057], [-0.244081, 6.225639, 5.335025], [-2.460222, 5.673597, 5.914153], [-1.752167, 5.190725, 9.265338], [-2.919917, 5.769848, 8.132909], [-2.061230, 6.992087, 9.328160], [-0.128069, 6.782232, 7.692190], [-0.331664, 5.547930, 4.488956], [0.722538, 6.098930, 5.817686], [-0.151141, 7.235703, 4.991478]], "forces_ev_per_a": [[0.301, -0.282, 0.645], [-0.899, 0.168, -0.011], [0.030, -0.676, 0.984], [-0.163, 0.189, -0.192], [-1.139, -0.253, -0.391], [0.306, 0.215, 0.352], [-0.137, -1.549, -0.489], [0.182, 0.106, -0.347], [-0.104, 0.672, -0.032], [-0.622, 1.528, -0.497], [0.003, -1.386, 0.837], [0.014, 0.006, -0.087], [0.233, 0.336, -0.067], [0.386, 0.448, 0.092], [-0.329, 0.361, 0.102], [0.501, 0.426, -0.317], [-0.184, -0.124, -0.756], [0.456, -0.454, 0.031], [0.230, -0.113, 0.425], [-0.017, 0.072, -0.070], [0.200, 0.400, 0.007], [0.215, -0.458, 0.277], [0.044, -0.073, 0.065], [0.366, 0.089, 0.107], [0.084, -0.143, -0.393], [-0.342, 0.047, 0.222], [-0.274, -0.022, 0.094], [0.334, -0.002, -0.352], [-0.070, -0.207, 0.007], [0.243, 0.570, -0.537], [-0.155, -0.601, 0.342], [0.707, -0.436, -1.555], [-1.060, -0.336, -0.386], [0.362, 0.858, 0.537], [-0.700, -0.691, 0.021], [-0.030, -1.401, 0.499], [0.080, 1.007, -0.691], [0.085, -0.376, -0.115], [-0.573, -0.588, 0.199], [0.936, 1.039, -0.444], [-0.901, -0.135, 0.984], [-0.499, -0.001, -0.375], [0.300, 0.008, -0.357], [-0.295, -0.071, -0.139], [0.159, 0.277, -0.032], [0.141, 0.289, 0.622], [0.239, 0.057, 0.286], [-0.258, 0.034, -0.052], [0.244, -0.016, 0.469], [-0.122, -0.409, 0.122], [0.506, 0.455, 0.213], [-0.569, -0.470, 0.326], [0.362, 1.064, 0.379], [0.242, 0.068, -0.380], [0.002, -0.434, -0.141], [0.262, 0.469, 0.431], [0.588, 0.128, -0.219], [-0.306, 0.180, -0.310], [0.006, -0.052, 0.175], [0.257, 0.080, -0.313], [-0.864, 1.561, -0.418], [0.525, 1.479, 1.279], [-1.112, -0.548, 0.226], [0.115, -0.440, -0.376], [-0.001, 0.419, 0.543], [0.733, -0.992, -2.226], [1.962, 0.609, 1.052], [-0.759, 0.767, -0.568], [-0.593, 1.370, 0.519], [-0.487, -2.051, -1.374], [-0.078, 0.491, -0.415], [0.314, -0.452, -0.164], [-0.128, -0.048, 0.070], [0.252, -0.455, 0.181], [-0.355, 0.100, 0.134], [0.120, -0.352, -0.299], [0.025, 0.306, -0.059], [-0.839, 0.581, -0.031], [0.636, -0.804, -0.153], [-0.153, -0.190, -0.042], [-0.169, -0.104, 0.363], [0.311, 0.056, -0.144], [-0.166, 0.180, 0.282], [-0.042, -0.129, -0.110], [0.258, -0.146, 0.113], [0.438, 0.159, -0.117], [-0.563, -0.151, 0.093], [-0.085, -0.744, 0.431], [-0.003, -0.171, 0.191], [0.352, 0.046, 0.709], [0.499, -1.588, 0.762], [-0.613, 0.613, 0.283], [0.894, 0.187, 0.056], [-0.026, -1.427, -1.306], [-0.138, 0.978, -0.375], [-0.338, -0.723, 0.468], [-0.686, 0.848, -0.025], [0.489, 0.005, -0.418], [0.564, -0.938, 0.559], [1.318, 1.497, 0.506], [-0.861, -0.529, -0.252], [0.346, 0.093, -0.220], [-0.501, 0.335, -0.002], [-0.179, 0.721, -0.113], [0.069, 0.048, 0.125], [-0.259, -0.161, -0.026], [-0.385, -0.308, -0.502], [-0.146, 0.144, 0.202], [0.413, -0.321, 0.085], [-0.433, 0.182, 0.062], [-0.155, 0.451, 0.063], [0.118, 0.234, 0.045], [0.078, -0.105, 0.259], [-0.075, -0.071, 0.048], [-0.217, 0.012, 0.455], [-0.009, -0.025, 0.286], [-0.502, 0.080, 0.110], [0.189, 0.139, -0.454], [0.105, 0.135, -0.360], [0.644, -0.318, -0.035], [0.328, -0.081, 0.433], [0.379, -2.001, 0.832], [-0.475, 0.151, -0.052], [0.196, 0.295, -0.019], [-1.730, -0.258, -0.728], [0.005, -0.570, 0.055], [-0.196, -0.177, 2.309], [-0.754, 1.046, -1.308], [0.056, 0.849, -0.772], [-0.403, -1.289, 0.188], [-0.134, 0.696, -0.099], [-0.517, 0.633, 0.102], [-0.065, 0.082, 0.440], [-0.550, 0.146, -0.200], [0.265, 0.262, -0.162], [-0.210, 0.567, -0.461], [-0.006, -0.450, -0.140], [-0.107, 0.192, -0.407], [0.476, 0.010, 0.059], [0.098, -0.487, 0.561], [0.427, 0.612, -0.352], [1.163, 0.237, 0.086], [-0.206, 0.586, -0.567], [0.444, 0.153, 0.250], [0.387, -0.714, -0.037], [-0.033, -0.358, 0.616], [-0.082, -0.031, 0.242], [0.099, -0.687, -0.409], [-0.031, -0.025, 0.360], [0.723, 0.394, -0.612], [-0.173, -0.760, -0.554], [0.846, 0.638, 1.639], [0.161, 0.051, -1.295], [0.342, 0.011, -0.237], [0.206, -1.602, 1.249], [-1.041, -0.442, -0.491], [1.691, 1.607, -0.500], [-0.743, -1.126, 0.061], [-0.095, 0.095, -0.069], [-1.519, 0.214, 0.167], [-0.398, 0.931, 0.761], [-0.038, -0.356, 0.289], [0.677, 0.426, 0.283], [-0.205, -0.034, -0.605], [-0.159, -0.364, 0.189], [0.456, -0.502, -0.020], [-0.131, 0.742, -0.344], [-0.443, 0.507, 0.651], [-0.456, 0.021, -0.304], [-0.227, -0.031, -0.245], [0.381, 0.475, -0.179], [-0.547, 0.016, 0.075], [0.045, -0.641, -0.614], [0.242, 0.734, 0.359], [-0.127, -0.021, -0.240], [0.298, 0.115, 0.006], [0.283, 0.133, 0.065], [0.044, 0.038, 0.204], [0.252, -0.328, -0.026], [0.415, -0.663, -0.266], [-0.686, -0.450, 0.292], [1.152, 1.330, -0.069], [-1.250, 1.290, -0.447], [0.078, 0.167, 0.402], [-0.694, -1.568, -1.058], [-0.404, -0.518, 1.446], [0.279, -0.383, -0.985], [0.698, -0.267, 0.031], [0.398, -0.513, 0.436], [1.434, -0.626, 0.221], [-1.086, -0.029, -0.094], [-0.012, -0.237, 0.017], [0.107, 0.365, -0.280], [0.290, -0.281, -0.220], [0.498, -0.163, 0.283], [-0.022, -0.612, 0.277], [0.525, -0.210, -0.039], [-0.618, -0.025, -0.142], [-0.414, 0.272, -0.074], [0.171, 0.011, 0.347], [0.715, 0.534, 0.034], [-0.406, 0.047, -0.207], [-0.043, 0.252, 0.298], [-0.181, 0.163, -0.246], [-0.238, 0.655, 0.009], [-0.390, -0.233, 0.082], [-0.027, 0.247, 0.035], [-0.078, -0.192, 0.013], [-0.068, 0.831, -0.196], [0.259, 0.269, -0.276], [0.227, 0.280, -0.573], [1.566, -1.149, 0.010], [-0.288, 0.577, 1.414], [1.918, 0.531, 0.891], [1.013, -0.593, -0.262], [1.209, -1.142, 0.182], [-1.007, 0.215, -0.689], [-0.522, -0.104, 0.981], [0.692, 0.043, 0.263], [0.058, 0.266, -0.863], [1.331, 0.733, 0.739], [-0.329, 0.785, 0.321], [0.059, -0.072, 0.429], [0.132, -0.146, -0.241], [0.194, 0.152, -0.655], [-0.657, 0.037, -0.236], [-0.230, -0.810, -0.437], [-1.235, 0.317, 0.043], [-0.468, -0.143, -0.134], [-0.464, -0.289, 0.191], [-1.027, 0.211, -0.359], [0.327, -0.286, 0.261], [-1.082, 0.022, -0.301], [0.410, -0.214, -0.265], [0.135, 0.395, 0.213], [0.367, 0.104, -0.429], [0.115, 0.364, 0.389], [-0.619, -0.158, -0.348], [-0.361, -0.084, -0.259], [-1.288, -0.228, -0.299], [1.334, -0.670, -0.699], [-0.309, -0.528, 0.551], [0.183, -0.687, 0.920], [0.899, 0.950, 0.630], [0.261, 0.499, -1.171], [-0.293, 1.100, -0.297], [-1.307, -1.357, 0.306], [1.902, -0.220, -0.137], [-0.780, 1.321, 1.286], [0.289, 1.443, 0.386], [-0.301, 0.364, 0.764], [-0.279, -0.140, 0.085], [0.178, 1.078, 0.009], [-0.862, -0.213, 0.060], [0.169, 0.365, -0.690], [-0.211, 0.238, -0.097], [0.051, 0.017, 0.249], [-0.575, -0.216, -0.346], [0.055, -0.218, -0.116], [0.014, -0.506, 0.022], [-0.775, -0.365, 0.500], [0.285, -0.445, 0.014], [-0.113, -0.154, -0.636], [-0.572, -0.226, 0.122], [-0.166, -0.090, 0.430], [0.365, -0.255, 0.243], [-0.043, -0.089, -0.452], [0.231, 0.072, -0.055], [0.526, -0.573, -0.944], [0.225, -0.239, -0.727], [0.987, -0.958, -1.610], [1.606, -1.593, 0.372], [0.321, 0.258, -0.345], [-0.988, 0.538, 0.530], [-1.175, 0.297, 0.011], [1.410, -0.326, -0.317], [-0.804, 0.489, -0.446], [0.517, -0.226, 0.619], [-0.849, -0.141, 0.259], [-0.605, 1.037, -0.423], [-0.240, -0.571, 0.355], [-0.413, 1.081, -0.176], [-0.066, 0.224, 0.476], [-0.508, 0.336, 0.310], [-0.917, 0.105, -0.440], [0.597, 0.042, 0.085], [-0.036, -0.035, 0.380], [-0.022, -0.696, 0.173], [-0.331, -0.519, 0.092], [0.661, 0.361, -0.451], [-0.007, 0.403, 0.262], [-0.266, 0.341, 0.423], [-0.303, -0.014, -0.033], [0.879, 0.128, -0.214], [-0.724, -0.331, 0.653], [0.193, 0.161, -0.065], [-0.109, 0.086, -0.316], [0.132, -0.110, 0.202], [0.413, -0.047, -0.200], [0.822, -0.386, -0.223], [0.358, -0.603, -0.252], [-1.810, -1.052, -1.002], [-0.014, 0.129, -0.791], [0.854, -0.157, 0.370], [0.389, 0.047, 1.000], [0.283, 0.735, -0.111], [0.432, 1.019, 0.596], [-0.522, -0.581, -0.287], [0.497, 0.149, 0.762], [-0.136, 0.065, 0.099], [0.195, -0.513, 0.060], [-0.533, 0.740, -0.462]], "e_tot_ha": -5091.191205, "charge": 0, "orbital_gap_ev": 8.5, "e_above_lowest_kcal_mol": 0.0}